Formula: C4H12NS
Source: the OMol25 dataset
Level of theory: ωB97M-V/def2-TZVPD

Last column: natural (NBO) charge in e.
Element x y z (Å)
1 S 1.70787 -0.18035 -0.55110  0.181
2 N -0.72422 -1.81145 0.09243  -0.697
3 C -1.46387 -0.48592 0.28121  -0.216
4 C 0.92157 0.30666 1.00841  -0.535
5 C -0.57113 0.61103 0.89905  -0.445
6 C 1.28641 1.24314 -1.63400  -0.723
7 H -0.64429 1.53047 0.29574  0.237
8 H 1.05490 -0.48948 1.70866  0.216
9 H -0.95638 0.90421 1.87163  0.243
10 H -1.36792 -2.46557 -0.34574  0.439
11 H 0.05470 -1.65389 -0.55778  0.446
12 H 2.01640 1.13371 -2.43384  0.254
13 H -1.82362 -0.20411 -0.71301  0.232
14 H -0.38466 -2.16947 0.96591  0.432
15 H -2.27160 -0.72791 0.93685  0.231
16 H 1.39421 1.20081 1.36834  0.251
17 H 0.33304 1.07046 -2.06174  0.213
18 H 1.43857 2.18765 -1.13103  0.239

Cartesian forces (eV/Å) of the 2 atoms listed first:
S 0.19 0.44 -0.11
N -1.24 0.68 -0.71

Calculated values
Charge = +1
ΔE to the lowest compared entry with this formula, charge and spin = 28.02 kJ/mol
E_LUMO = -0.126 Eh
Max |F| = 1.72 eV/Å
HOMO-LUMO gap = 0.352 Ha
Structure (SMILES) = CSCCC[NH3+]

---

Formula: C11H15N
Source: the OMol25 dataset
Level of theory: ωB97M-V/def2-TZVPD

Last column: Löwdin spin population.
Element x y z (Å)
1 N -1.27022 2.54163 -1.03025  0.022
2 C -0.74387 -2.16357 2.07793  0.000
3 C 0.57583 -2.78094 1.66820  0.003
4 C 0.65277 2.75330 0.57891  0.198
5 C 1.34373 0.18005 -0.39599  0.228
6 C 0.18705 0.85103 -0.92531  0.064
7 C -1.69214 1.57157 -1.93485  0.163
8 C 1.69860 1.99489 1.16818  0.117
9 C 2.03013 0.74142 0.69348  0.063
10 C -0.13447 2.11561 -0.40153  0.020
11 C -0.99664 -0.81872 -2.53860  -0.001
12 C -0.80789 0.50786 -1.87737  0.032
13 H -0.77320 -0.80264 -3.61711  0.001
14 H 2.96047 0.31180 1.05988  0.000
15 H -1.11072 -2.50179 3.05230  0.000
16 H 1.24462 -2.73115 2.53578  0.001
17 H -2.55495 1.71603 -2.56560  0.028
18 H -1.56420 -2.32266 1.35884  0.000
19 H -1.56790 3.49802 -1.04384  0.003
20 H 1.52376 -0.85104 -0.71151  0.023
21 H 2.20339 2.41986 2.03678  0.006
22 H -0.68555 -1.07855 2.09618  0.001
23 H -0.28359 -1.55519 -2.16360  0.000
24 H 0.31240 3.69896 0.98858  0.023
25 H 0.48946 -3.85321 1.48700  0.000
26 H 0.98270 -2.25437 0.81361  0.002
27 H -2.01954 -1.18820 -2.41010  0.002

Cartesian forces (eV/Å) of the 2 atoms listed first:
N -0.11 0.06 0.04
C -1.04 0.35 -0.36

Calculated values
Charge = -1
ΔE to the lowest compared entry with this formula, charge and spin = 15.19 kJ/mol
E_LUMO (spin up / spin down) = 0.140 / 0.138 Eh
Max |F| = 1.15 eV/Å
Multiplicity = 2
HOMO-LUMO gap (spin up / spin down) = 0.116 / 0.241 Ha

---

Formula: C20H20ClN3O6S
Source: the OMol25 dataset
Level of theory: ωB97M-V/def2-TZVPD

Last column: natural (NBO) charge in e.
Element x y z (Å)
1 Cl -3.29872 2.63338 0.30165  0.002
2 S 2.73614 2.11444 -0.30845  2.302
3 O 1.09028 -2.17655 -1.03514  -0.408
4 O -3.83160 -0.41161 -1.57193  -0.481
5 O 1.17886 0.65913 1.96925  -0.645
6 O 3.04901 1.13725 -1.35012  -1.000
7 O -1.09086 -3.72013 1.29253  -0.616
8 O 3.42912 3.43896 -0.46300  -0.911
9 N 1.41410 -1.81888 1.75278  -0.435
10 N -1.19690 -1.51812 0.40252  -0.601
11 N 3.37150 1.30378 0.85030  -0.844
12 C 0.31922 1.40809 -1.00759  -0.171
13 C -5.11804 0.19247 -1.34828  0.032
14 C -5.53934 -0.30616 -0.19389  -0.264
15 C -1.58838 2.61653 0.02257  0.041
16 C 0.62791 3.12271 0.66003  -0.066
17 C 3.21682 -3.06107 -1.14474  -0.365
18 C 2.05906 -2.48331 -0.31819  0.344
19 C 0.03032 -2.01030 2.43567  -0.268
20 C 1.34491 -2.08379 -2.34341  -0.053
21 C -0.85142 3.25032 0.87847  -0.273
22 C -0.71850 -2.54897 1.26488  0.651
23 C -3.60043 -1.31297 -0.51847  0.312
24 C 2.08170 -2.70627 1.09441  -0.257
25 C 1.73163 -0.42266 1.71034  0.675
26 C 3.12691 -0.05371 1.17685  -0.374
27 C -1.12401 1.32878 -0.84244  -0.235
28 C 1.07924 2.37465 -0.52070  -0.400
29 C -4.61718 -1.36274 0.54233  -0.264
30 C -2.21942 -2.12999 -0.81426  -0.146
31 C 2.51602 -2.54092 -2.34570  -0.172
32 H 3.91193 -0.53656 1.97399  0.243
33 H 0.62162 -1.55321 -3.11871  0.242
34 H -0.26569 -1.01237 2.70540  0.244
35 H -1.01279 -0.67783 0.49664  0.367
36 H 4.15023 -3.57091 -1.03804  0.252
37 H 1.29726 3.91202 1.06176  0.244
38 H 1.59002 -3.57865 1.22653  0.250
39 H -4.51976 -2.00197 1.15957  0.185
40 H -1.78252 -1.73583 -1.74897  0.226
41 H 0.11967 -2.66715 3.13750  0.209
42 H -6.54015 0.01575 0.31920  0.230
43 H 3.28823 -0.50256 -0.11942  0.313
44 H 0.63211 0.59842 -1.67134  0.250
45 H 3.17132 2.03945 1.79000  0.393
46 H -5.53801 1.07458 -1.92417  0.242
47 H -1.84113 0.77692 -1.43143  0.251
48 H 3.24808 -2.97402 1.51626  0.199
49 H 3.30714 -2.81474 -3.53471  0.172
50 H -2.37924 -2.94612 -0.55356  0.171
51 H -1.20720 3.99173 1.32325  0.211

Cartesian forces (eV/Å) of the 2 atoms listed first:
Cl -0.56 0.43 -0.35
S 4.84 1.97 -7.56

Calculated values
ΔE to the lowest compared entry with this formula, charge and spin = 1918.81 kJ/mol
E_LUMO = -0.026 Eh
Max |F| = 19.63 eV/Å
HOMO-LUMO gap = 0.293 Ha

---

Formula: C6H14N2OSi
Source: the OMol25 dataset
Level of theory: ωB97M-V/def2-TZVPD

Last column: natural (NBO) charge in e.
Element x y z (Å)
1 Si -0.39575 -0.24106 -0.45777  1.763
2 O 1.09608 4.24600 2.79226  -0.490
3 N 1.16154 0.09380 0.28912  -0.683
4 N 0.99747 1.82207 0.39338  -0.209
5 C 1.45751 2.33726 1.45169  -0.076
6 C -0.56299 0.91498 -1.93319  -1.102
7 C 1.11778 3.73543 1.68183  0.384
8 C -1.80161 0.08849 0.79635  -1.114
9 C 1.56068 -0.52184 1.54365  -0.453
10 C -0.28385 -2.14850 -1.00208  -1.087
11 H -1.61692 -0.27493 1.78973  0.230
12 H 0.27814 1.49654 -1.97286  0.249
13 H -0.49356 -2.90186 -0.33702  0.225
14 H 0.71458 -2.23477 -1.43019  0.234
15 H 1.17073 -1.69219 1.54876  0.230
16 H -0.78921 0.38722 -2.82521  0.236
17 H 1.10037 4.29796 0.74000  0.128
18 H 2.66056 -0.40828 1.56478  0.209
19 H -1.78492 1.16446 0.81300  0.230
20 H 1.84027 1.77586 2.30186  0.190
21 H -2.77081 -0.19313 0.55786  0.238
22 H -0.83499 -2.34119 -1.99147  0.237
23 H -1.52059 1.49568 -1.80891  0.238
24 H 1.05365 -0.06128 2.38008  0.190

Cartesian forces (eV/Å) of the 2 atoms listed first:
Si -0.98 -1.77 -0.25
O -0.36 -0.74 -1.43

Calculated values
ΔE to the lowest compared entry with this formula, charge and spin = 212.44 kJ/mol
E_LUMO = -0.007 Eh
Max |F| = 4.67 eV/Å
HOMO-LUMO gap = 0.340 Ha
Structure (SMILES) = CN(/N=C/C=O)[Si](C)(C)C

---

Formula: C3H9NO3
Source: the OMol25 dataset
Level of theory: ωB97M-V/def2-TZVPD

Last column: natural (NBO) charge in e.
Element x y z (Å)
1 O -0.69578 1.95092 -1.17321  -0.517
2 O -0.15741 -1.00383 -1.17592  -0.723
3 O 2.84001 0.02839 -1.00907  -0.926
4 N -0.30295 0.12038 1.82644  -0.840
5 C -0.32153 1.52606 -0.10631  0.424
6 C -1.07401 0.41440 0.62825  -0.195
7 C -1.26461 -0.78709 -0.33583  -0.059
8 H -0.80799 -0.32475 2.57808  0.372
9 H -2.07180 -0.52975 -1.01937  0.205
10 H 0.65436 1.90255 0.21424  0.136
11 H -2.05069 0.87786 0.80176  0.226
12 H 1.98043 -0.35587 -1.02387  0.448
13 H 3.52594 -0.56060 -1.24740  0.478
14 H 0.50597 -0.43767 1.59193  0.354
15 H -1.47475 -1.64497 0.31268  0.170
16 H 0.71481 -1.17604 -0.86239  0.448

Cartesian forces (eV/Å) of the 2 atoms listed first:
O -0.51 0.00 0.33
O -0.67 0.01 -1.70

Calculated values
ΔE to the lowest compared entry with this formula, charge and spin = 252.73 kJ/mol
E_LUMO = 0.017 Eh
Max |F| = 2.17 eV/Å
HOMO-LUMO gap = 0.365 Ha
Structure (SMILES) = N[C@@H](C=O)CO.O

---

- What is the max |F| in the third record?
  19.63 eV/Å

---

- Among the records above, which one has the lowest ΔE to the lowest compared entry with this formula, charge and spin?
  C11H15N